Entry 1:
Below is 2 unconnected molecules or ions with the total composition C5H10NO2, with properties calculated with the ωB97M-V functional and the def2-TZVPD basis.

Last column: Mulliken spin population.
Cartesian coordinates (Å):
C (1.31, 0.14, -1.07)  0.61
C (2.78, 0.49, -0.83)  0.01
C (0.77, -0.75, -0.02)  0.11
N (-0.59, -0.74, 0.45)  0.02
C (-1.29, 0.54, 0.40)  0.02
C (-2.94, 0.23, 0.82)  0.03
O (-3.79, 1.23, 0.58)  -0.80
O (1.51, -1.24, 0.89)  0.28
H (0.83, -2.22, -1.28)  0.85
H (0.78, 0.60, -1.79)  0.04
H (2.92, 1.37, -0.17)  0.04
H (3.24, 0.68, -1.82)  0.02
H (3.13, -0.49, -0.43)  0.01
H (-0.43, -1.06, 1.51)  0.00
H (-0.95, 1.32, 1.09)  0.00
H (-1.25, 1.00, -0.57)  0.00
H (-3.01, -0.17, 1.93)  -0.10
H (-3.01, -0.91, 0.29)  -0.13

Expectation value of S² ... 1.776
Molar mass ... 116.1 g mol⁻¹
Gap between HOMO and LUMO (spin up / spin down) ... 0.2512 / 0.2789 hartree
Energy above the lowest of the compared OMol25 structures with the same formula, charge and spin ... 7.104 eV
Calculated total energy ... -401.4344 Ha
Multiplicity ... 2

Entry 2:
Below is 2 unconnected molecules or ions with the total composition C5H10NO2S, with properties calculated with the ωB97M-V functional and the def2-TZVPD basis.

Last column: natural (NBO) charge in e.
Cartesian coordinates (Å):
C (-1.39, -2.06, 0.23)  -0.07
C (1.82, -0.89, 0.37)  -0.47
C (1.27, 0.29, 0.13)  0.08
C (0.70, 1.36, 1.00)  -0.70
C (1.04, 0.74, -1.29)  -0.68
N (-2.25, -1.24, 0.60)  -0.67
O (-2.19, 0.39, -1.53)  -1.06
O (-2.49, 1.26, 0.75)  -1.04
S (-2.88, 0.20, -0.21)  1.61
H (-0.84, -1.82, -0.76)  0.14
H (-1.13, -3.11, 0.67)  0.14
H (1.87, -1.23, 1.41)  0.19
H (2.11, -1.44, -0.42)  0.18
H (0.80, 2.28, 0.60)  0.20
H (1.04, 1.38, 2.08)  0.19
H (-0.45, 1.40, 1.22)  0.31
H (1.57, 0.08, -1.94)  0.18
H (1.46, 1.82, -1.25)  0.19
H (-0.05, 0.60, -1.64)  0.30

Molar mass ... 148.2 g mol⁻¹
Charge ... -1
Gap between HOMO and LUMO ... 0.2831 hartree
Energy above the lowest of the compared OMol25 structures with the same formula, charge and spin ... 2.879 eV
Calculated total energy ... -799.8890 Ha
Multiplicity ... 1

Entry 3:
Below is a gas-phase ion, C5H10NO2S (charge +1), with properties calculated with the ωB97M-V functional and the def2-TZVPD basis.

Last column: natural (NBO) charge in e.
Cartesian coordinates (Å):
N (-0.20, -2.07, -0.12)  -0.78
C (-0.74, -0.76, 0.04)  -0.08
C (0.15, 0.39, 0.19)  -0.03
C (1.62, 0.31, 0.24)  0.32
O (2.08, -0.99, 0.71)  -0.75
O (2.17, 0.54, -1.03)  -0.68
C (-0.77, 1.65, 0.43)  -0.44
C (-2.10, 1.27, -0.25)  -0.50
S (-2.43, -0.50, 0.07)  0.34
H (-0.54, -2.55, -1.00)  0.45
H (-0.50, -2.89, 0.46)  0.45
H (0.93, -1.83, 0.13)  0.50
H (1.96, 1.03, 0.90)  0.20
H (3.08, -1.10, 0.56)  0.54
H (1.83, -0.12, -1.72)  0.48
H (-0.97, 1.55, 1.58)  0.24
H (-0.55, 2.67, 0.08)  0.27
H (-2.93, 1.95, 0.08)  0.26
H (-2.10, 1.43, -1.34)  0.23

Molar mass ... 148.2 g mol⁻¹
Charge ... +1
Gap between HOMO and LUMO ... 0.3224 hartree
Energy above the lowest of the compared OMol25 structures with the same formula, charge and spin ... 1.796 eV
SMILES ... [NH3+]C1=C(C(O)O)CCS1
Calculated total energy ... -799.6243 Ha
Multiplicity ... 1